Run i
The following is a DFT calculation (wB97M-V/def2-TZVPD) of 2 unconnected molecules or ions with the total composition C4H8N2O2S.

Last column: Löwdin charge in e.
Element x y z (Å)
H 3.19677 1.45685 2.22133  0.082
O 1.35640 2.25807 3.87706  -0.650
C 1.40214 0.92445 1.75876  -0.532
C -0.84771 -1.14065 -1.31873  0.010
H -1.32069 -1.83314 -0.68881  0.082
N 2.68305 1.08485 1.44609  0.048
O 1.65042 -1.37189 0.38698  0.080
C -0.78315 1.13329 -0.46216  -0.050
H -0.22057 -1.58883 -1.97450  0.052
C 0.86179 -0.47358 0.28735  -0.320
S 0.44969 1.52341 2.94149  0.838
N -0.14734 -0.16096 -0.46935  -0.148
H -0.48272 1.66757 -1.44646  0.137
H -1.63871 -0.52867 -1.95685  0.141
H -1.79948 1.08012 -0.39182  0.058
H 3.12380 0.23350 0.94725  0.139
H -0.37387 1.74168 0.30414  0.034

The frontier orbital gap is 0.3084 hartree.

=====

Run ii
The following is a DFT calculation (wB97M-V/def2-TZVPD) of 2 unconnected molecules or ions with the total composition C4H8N2O2S.

Last column: Löwdin charge in e.
Element x y z (Å)
C -2.53416 -0.27692 0.50755  -0.108
H -1.94565 -2.02767 -0.55974  0.107
H 3.88412 -1.49548 0.93376  0.044
H -3.01431 1.45952 -0.17593  0.147
H 4.32914 -0.16972 -0.06398  0.128
O 1.90215 -1.01081 -1.03348  -0.339
H 0.95909 -1.12629 -1.28316  0.018
C -1.73189 -1.00965 -0.26234  -0.115
S 2.11869 -0.00960 0.31084  0.733
O 2.32675 1.30057 -0.15083  -0.445
N -0.78185 -0.12707 -0.83174  0.033
C -1.02703 1.03626 -0.35492  -0.188
N 3.63653 -0.52465 0.76133  -0.218
C -2.19344 1.15498 0.45745  -0.148
H -3.41906 -0.65903 0.98300  0.101
H -2.19870 1.64690 1.39627  0.122
H -0.31038 1.83868 -0.63407  0.129

The frontier orbital gap is 0.3757 hartree.

=====

Q: Which of them is the most stable? A: run ii.

=====

Run i
The following is a DFT calculation (wB97M-V/def2-TZVPD) of C5H7ClO in the gas phase.

Last column: Löwdin charge in e.
Element x y z (Å)
C -2.45747 0.21526 0.11273  -0.087
H -0.27175 1.28227 -0.48047  0.108
C -0.16674 0.23016 -0.25035  -0.162
O -1.26521 -0.51601 -0.07545  -0.140
H -2.64390 0.90093 -0.71808  0.091
H -2.42618 0.78801 1.04602  0.094
H -3.26386 -0.51089 0.17438  0.092
C 1.12830 -0.42135 -0.10467  -0.015
H 0.96430 -1.47655 0.09667  0.065
Cl 5.41610 0.27935 0.03331  0.602
C 2.75704 -0.15403 -0.10726  -0.121
H 2.86168 0.92416 -0.21391  0.045
H 4.25796 -1.80908 0.12693  0.041
C 4.07098 -0.75524 0.01915  -0.613

The frontier orbital gap is 0.3140 hartree. As for the SMILES: CO/C=C/C=C/Cl.

=====

Run ii
The following is a DFT calculation (wB97M-V/def2-TZVPD) of C5H7ClO in the gas phase.

Last column: Löwdin charge in e.
Element x y z (Å)
H 1.50406 0.85178 -2.62108  0.090
C -1.25397 0.29081 0.68812  -0.620
O 0.58584 -0.17908 -1.16356  -0.141
H -2.15184 -1.56196 1.78122  0.100
Cl -1.31706 1.59229 1.87324  0.574
H -1.88304 0.54779 -0.15781  0.094
C 0.29040 -0.25200 0.18042  -0.313
H 1.05888 0.19745 0.81499  0.139
C -1.37621 -1.11148 1.19183  -0.102
H 0.86063 1.87820 -1.31206  0.094
H 0.20967 -2.54331 0.62457  0.103
C -0.23159 -1.56779 0.69047  -0.019
H 2.33986 0.92287 -1.04546  0.091
C 1.36438 0.93443 -1.54490  -0.089

The frontier orbital gap is 0.3845 hartree. As for the SMILES: CO[C@@H]1C=C[C@H]1Cl.

=====

Q: Which of them is the most stable? A: run ii.

=====

Run i
The following is a DFT calculation (wB97M-V/def2-TZVPD) of C6H11BO in the gas phase.

Last column: Löwdin charge in e.
Element x y z (Å)
H -2.05924 0.53259 -1.55547  0.076
H 0.06718 -2.75396 -0.63542  0.127
H -1.70166 -1.61342 -2.04872  0.147
H -1.28794 -1.83650 0.23074  0.134
C -0.49747 0.99038 -0.30104  -0.093
C -0.70669 -1.13556 -1.72012  -0.183
O 0.69581 -1.09861 0.30295  0.055
H 3.10676 -0.08794 1.16793  0.059
C 2.36227 1.30465 2.52231  -0.096
H -1.34353 1.00487 0.38442  0.093
H 3.16648 1.28102 3.24222  0.043
H 0.18258 -1.17106 -2.33311  0.113
H -0.69363 0.72603 -2.58531  0.110
H -0.14254 2.07854 -0.45213  0.115
C 2.31802 0.63667 1.41716  -0.072
C -0.38952 -1.78916 -0.39108  -0.145
B 0.78580 0.19305 0.36835  -0.313
C -1.03261 0.35914 -1.61503  -0.220
H 1.62484 2.04507 2.84992  0.052

The frontier orbital gap is 0.3680 hartree. As for the SMILES: C=CB1CCCCO1.

=====

Run ii
The following is a DFT calculation (wB97M-V/def2-TZVPD) of a molecular structure, C6H11BO.

Last column: Löwdin charge in e.
Element x y z (Å)
H 0.28441 -2.85014 0.90622  0.065
C 0.63453 0.69247 -0.32808  -0.009
H 2.57033 1.97354 1.79331  0.070
H -1.81053 1.80991 -1.30947  0.063
H -3.00793 0.41579 -1.26307  0.063
H 2.85379 2.04778 0.04833  0.069
O -2.37623 -2.01314 0.20205  0.157
H 0.03279 1.86648 1.27640  0.101
C 2.14364 2.27986 0.83833  -0.112
H 1.03882 -1.95474 -0.39136  0.039
B -1.16739 -1.54425 -0.15704  -0.538
H 1.33261 0.34114 -1.06247  0.074
H 0.03083 -3.34016 -0.75081  0.061
C -1.10163 -0.04906 -0.58595  -0.069
H 1.99415 3.36076 0.87222  0.070
C 0.83461 1.58861 0.60585  -0.220
C -2.00634 0.77321 -1.07471  0.023
C 0.13130 -2.46999 -0.10432  -0.012
H -2.41175 -2.92808 0.48458  0.104

The frontier orbital gap is 0.3705 hartree.

=====

Q: Which of them is the most stable? A: run ii.